Entry 1:
{
  "formula": "C27H25IN4O2W",
  "method": "ωB97M-V/def2-TZVPD",
  "multiplicity": 3,
  "homo_lumo_gap_ev": [4.513, 5.064],
  "s2": 2.04,
  "e_above_lowest_kj_mol": 0.0,
  "total_charge": 2,
  "species": ["C", "C", "H", "H", "H", "H", "H", "H", "C", "C", "C", "C", "H", "H", "H", "H", "N", "C", "C", "N", "C", "C", "C", "H", "H", "C", "H", "H", "W", "I", "O", "C", "N", "C", "C", "O", "N", "C", "C", "C", "C", "C", "C", "C", "C", "C", "C", "C", "C", "H", "H", "H", "H", "H", "H", "H", "H", "H", "H", "H"],
  "positions_angstrom": [[1.7127, -2.5632, -2.9622], [1.0685, -1.6989, -4.0634], [2.8206, -2.4359, -2.9339], [1.6114, -3.6367, -3.2175], [1.2539, -2.4919, -1.9329], [1.7658, -1.0316, -4.5877], [0.7481, -2.4259, -4.8249], [0.1581, -1.1394, -3.7874], [2.9502, -1.7257, 0.6605], [3.7461, -1.7998, 1.7989], [4.3622, -0.6494, 2.3008], [4.1492, 0.5581, 1.6558], [2.3872, -2.5582, 0.2477], [3.8583, -2.7830, 2.2499], [5.0090, -0.6971, 3.1804], [4.5423, 1.5043, 2.0190], [2.8588, -0.5537, -0.0454], [3.4302, 0.6012, 0.4563], [3.0880, 1.7855, -0.2840], [2.2332, 1.5487, -1.3386], [1.6591, 2.6064, -1.9766], [2.8952, 4.1699, -0.6139], [1.9986, 3.9167, -1.6619], [0.9092, 2.3553, -2.7280], [1.5468, 4.7311, -2.2317], [3.3960, 3.0955, 0.1070], [3.9823, 3.2215, 1.0236], [3.1739, 5.1925, -0.3502], [1.8857, -0.4761, -1.8365], [4.1524, -0.3036, -3.2856], [-1.3759, -1.7287, -2.6130], [-1.1943, -1.2631, -1.4936], [-2.0793, -1.4281, -0.4387], [-1.9340, -0.3621, 0.5230], [-0.5210, 0.0917, 0.2092], [0.1442, 0.8408, 0.9239], [-0.0969, -0.4982, -0.9856], [-2.9760, 0.6891, 0.1571], [-2.6479, 2.0057, -0.1715], [-3.6657, 2.8866, -0.5617], [-4.9874, 2.4474, -0.6334], [-5.3127, 1.1253, -0.3074], [-4.3020, 0.2521, 0.0906], [-2.0573, -0.9623, 1.9088], [-3.0150, -0.5568, 2.8449], [-3.1132, -1.2299, 4.0681], [-2.2267, -2.2622, 4.3820], [-1.2660, -2.6653, 3.4416], [-1.1705, -1.9993, 2.2150], [-2.9597, -1.8813, -0.6318], [-1.6144, 2.3561, -0.1003], [-3.4099, 3.9205, -0.8079], [-5.7752, 3.1399, -0.9182], [-6.3418, 0.7731, -0.3425], [-4.5534, -0.7837, 0.3446], [-3.6941, 0.2696, 2.6206], [-3.9147, -0.9392, 4.7561], [-2.2785, -2.7492, 5.3579], [-0.5932, -3.4968, 3.6387], [-0.4204, -2.3084, 1.4857]],
  "forces_ev_per_a": [[0.615, -0.818, -0.269], [0.091, 0.242, -0.695], [-0.707, -0.298, 0.116], [-0.215, 0.551, 0.579], [-0.136, -0.344, -0.297], [0.021, -0.367, 0.196], [-0.293, 0.538, 0.125], [0.106, -0.350, 0.113], [0.657, 1.160, -0.087], [-0.452, -0.375, -0.436], [0.006, -0.259, -0.101], [-0.208, 0.507, -0.932], [0.272, -0.052, 0.194], [0.024, 0.329, 0.152], [-0.332, -0.007, -0.248], [0.093, -0.404, 0.148], [0.245, -0.043, 1.197], [-0.136, -1.783, 0.835], [-1.150, 1.389, -0.859], [-0.081, 0.934, 0.474], [0.496, -0.459, 0.426], [-0.272, -0.082, -0.353], [0.050, 0.000, 0.018], [0.292, 0.173, 0.062], [0.141, -0.278, 0.242], [0.109, -0.967, 0.259], [-0.117, 0.216, -0.600], [-0.167, -0.344, -0.067], [-1.030, 0.581, 0.323], [-0.033, 0.621, 0.350], [1.124, 0.690, 1.322], [-2.487, -1.387, 0.217], [1.623, -0.270, -1.957], [-0.828, -0.095, 0.296], [0.939, 1.563, 1.938], [-0.613, -1.312, -1.692], [2.183, 0.059, -1.724], [0.072, 0.499, 0.128], [-0.341, -0.072, 0.054], [0.086, -0.119, -0.018], [0.082, -0.055, 0.144], [0.415, 0.047, 0.123], [-0.293, 0.178, -0.211], [0.197, 0.220, 0.696], [0.210, -0.227, -0.140], [0.025, 0.069, -0.066], [0.012, 0.014, -0.229], [-0.054, 0.447, -0.240], [-0.429, -0.205, 0.709], [-0.047, 0.174, -0.042], [-0.369, -0.077, 0.012], [-0.171, -0.353, 0.082], [0.161, -0.119, -0.003], [0.217, 0.149, -0.041], [0.033, 0.421, -0.024], [0.245, -0.342, 0.084], [0.490, -0.127, -0.145], [-0.056, 0.065, -0.383], [-0.138, 0.184, 0.145], [-0.177, -0.030, 0.104]],
  "mulliken_spin": [0.00, 0.06, 0.00, 0.00, 0.00, 0.00, 0.00, -0.01, 0.03, -0.01, 0.03, 0.00, 0.00, 0.00, 0.00, 0.00, 0.00, 0.05, 0.02, -0.10, 0.00, 0.03, -0.01, 0.01, 0.00, -0.01, 0.00, 0.00, 2.08, -0.05, 0.00, 0.00, -0.01, 0.02, -0.02, -0.02, -0.08, 0.00, 0.00, 0.00, 0.00, 0.00, 0.00, 0.00, 0.00, 0.00, 0.00, 0.00, 0.00, 0.00, 0.00, 0.00, 0.00, 0.00, 0.00, 0.00, 0.00, 0.00, 0.00, 0.00]
}

Entry 2:
{
  "formula": "C27H25MnN11O2Si",
  "method": "ωB97M-V/def2-TZVPD",
  "multiplicity": 4,
  "homo_lumo_gap_ev": [6.554, 6.553],
  "s2": 3.79,
  "e_above_lowest_kj_mol": 0.0,
  "total_charge": 0,
  "species": ["Mn", "C", "O", "C", "C", "C", "C", "C", "C", "N", "N", "C", "C", "O", "C", "C", "C", "C", "C", "C", "C", "C", "H", "H", "H", "H", "H", "H", "H", "H", "H", "H", "H", "H", "H", "N", "C", "N", "N", "N", "N", "C", "N", "N", "N", "N", "H", "C", "Si", "C", "C", "C", "C", "C", "C", "C", "H", "H", "H", "H", "H", "H", "H", "H", "H", "H", "H"],
  "positions_angstrom": [[-0.8856, 0.0980, 0.8421], [-3.8692, 1.3798, 0.9674], [-2.4766, 1.5157, 0.6113], [-1.9812, 2.7845, 0.4233], [-2.7478, 3.9348, 0.5257], [-2.1456, 5.1690, 0.3285], [-0.7925, 5.2671, 0.0426], [-0.0300, 4.1174, -0.0563], [-0.6217, 2.8762, 0.1186], [0.1280, 1.6462, 0.0678], [1.2530, 1.7490, -0.4481], [2.1483, 0.6635, -0.4043], [1.8066, -0.6730, -0.2744], [0.5104, -1.0856, -0.4093], [2.8114, -1.6251, -0.0187], [4.1199, -1.2550, 0.0415], [4.5183, 0.0796, -0.1925], [5.8831, 0.4526, -0.1842], [6.2496, 1.7447, -0.4194], [5.2602, 2.7165, -0.6714], [3.9337, 2.3897, -0.6691], [3.5237, 1.0560, -0.4295], [-4.4832, 1.8426, 0.1961], [-4.0441, 1.8480, 1.9353], [-4.0574, 0.3113, 1.0124], [-3.7990, 3.8840, 0.7620], [-2.7458, 6.0652, 0.4130], [-0.3318, 6.2365, -0.0865], [1.0315, 4.1638, -0.2486], [2.5190, -2.6515, 0.1631], [4.8791, -1.9933, 0.2691], [6.6273, -0.3093, 0.0130], [7.2934, 2.0287, -0.4137], [5.5571, 3.7389, -0.8664], [3.1879, 3.1442, -0.8627], [-0.6466, -1.7308, 3.6877], [0.3470, -0.8189, 3.4328], [1.4199, -0.6777, 4.1846], [2.1146, 0.3141, 3.5902], [1.5038, 0.7428, 2.5474], [0.3504, 0.0321, 2.4035], [-1.8000, -1.8518, 2.9624], [-2.8382, -2.5499, 3.3809], [-3.7518, -2.4141, 2.4010], [-3.2936, -1.6962, 1.4432], [-2.0259, -1.3124, 1.7553], [-0.6130, -2.2031, 4.5753], [-0.0927, -3.9622, 0.0596], [0.0194, -2.5637, -1.1551], [1.1723, -2.8971, -2.5781], [-1.6391, -2.0601, -1.7994], [-1.7750, -0.8616, -2.5103], [-2.9956, -0.4962, -3.0595], [-4.0920, -1.3392, -2.9250], [-3.9718, -2.5355, -2.2342], [-2.7547, -2.8880, -1.6690], [-0.4083, -4.8678, -0.4651], [-0.8494, -3.7352, 0.8152], [0.8363, -4.1889, 0.5824], [0.8212, -3.8124, -3.0644], [2.2225, -3.0282, -2.3260], [1.0833, -2.0925, -3.3118], [-0.9175, -0.2071, -2.6369], [-3.0906, 0.4365, -3.6012], [-5.0442, -1.0582, -3.3571], [-4.8306, -3.1816, -2.1093], [-2.6897, -3.8055, -1.0972]],
  "forces_ev_per_a": [[-0.116, -0.188, 0.570], [0.023, -0.050, -0.070], [-0.004, -0.016, -0.173], [0.062, 0.027, -0.024], [0.001, -0.048, 0.000], [0.000, 0.051, -0.003], [-0.025, -0.010, 0.005], [0.001, 0.025, 0.000], [0.189, -0.173, -0.071], [-0.489, -0.035, -0.010], [0.416, -0.079, -0.148], [-0.558, 0.158, 0.081], [0.347, 0.161, -0.021], [-0.073, -0.132, 0.033], [-0.116, -0.043, 0.000], [0.065, -0.047, 0.030], [-0.083, 0.065, -0.024], [0.003, 0.021, -0.003], [0.024, -0.033, 0.007], [-0.030, 0.019, -0.006], [0.025, -0.010, 0.021], [0.147, -0.106, 0.023], [0.002, 0.003, -0.010], [-0.005, 0.001, 0.011], [-0.004, 0.028, 0.020], [-0.011, -0.022, 0.005], [-0.004, -0.011, 0.005], [0.008, -0.008, -0.003], [0.000, -0.022, -0.013], [0.033, 0.016, -0.008], [-0.011, -0.006, -0.007], [0.002, 0.004, 0.002], [0.000, -0.008, 0.002], [-0.004, 0.000, 0.001], [-0.021, 0.014, 0.009], [0.130, -0.073, 0.019], [0.149, 0.062, 0.015], [-0.068, -0.062, 0.038], [-0.042, 0.123, -0.134], [0.091, -0.010, 0.078], [-0.223, -0.152, -0.086], [-0.175, -0.094, -0.064], [-0.037, 0.027, 0.030], [0.046, -0.099, -0.137], [-0.051, 0.016, -0.127], [0.584, 0.443, 0.064], [-0.026, -0.007, -0.002], [-0.141, 0.126, 0.095], [0.166, 0.043, -0.054], [-0.163, -0.011, -0.038], [-0.110, -0.077, -0.052], [-0.071, 0.014, 0.078], [0.021, -0.022, 0.005], [-0.006, 0.021, -0.001], [0.018, 0.037, 0.064], [-0.069, 0.085, 0.017], [0.016, 0.002, -0.006], [0.003, -0.012, 0.004], [0.055, 0.040, -0.064], [0.032, 0.016, -0.016], [-0.004, 0.003, 0.060], [0.063, 0.008, 0.005], [-0.005, 0.017, -0.001], [0.004, 0.003, 0.001], [0.002, -0.001, 0.000], [-0.002, 0.000, -0.018], [0.018, -0.016, -0.005]],
  "mulliken_spin": [2.93, 0.01, 0.08, -0.02, 0.00, 0.00, 0.00, 0.01, 0.01, -0.02, -0.07, 0.03, -0.03, 0.01, -0.01, -0.01, 0.00, 0.00, 0.00, 0.00, 0.00, 0.00, 0.00, 0.00, -0.01, 0.00, 0.00, 0.00, 0.00, 0.00, 0.00, 0.00, 0.00, 0.00, 0.00, 0.01, 0.02, 0.00, 0.01, 0.01, 0.02, 0.01, 0.00, 0.01, 0.00, -0.02, 0.00, 0.00, 0.02, 0.00, 0.00, 0.02, 0.00, 0.00, 0.00, 0.01, 0.00, 0.00, 0.00, 0.00, 0.00, 0.00, 0.00, 0.00, 0.00, 0.00, 0.00]
}

Entry 3:
{
  "formula": "C27H25N3O6",
  "method": "ωB97M-V/def2-TZVPD",
  "multiplicity": 1,
  "homo_lumo_gap_ev": 3.711,
  "e_above_lowest_kj_mol": 573.5,
  "total_charge": 0,
  "species": ["O", "C", "C", "C", "C", "N", "O", "O", "C", "C", "H", "H", "H", "H", "C", "O", "C", "C", "C", "C", "C", "O", "C", "C", "N", "C", "C", "C", "C", "C", "C", "C", "C", "C", "C", "O", "N", "C", "C", "C", "H", "H", "H", "H", "H", "H", "H", "H", "H", "H", "H", "H", "H", "H", "H", "H", "H", "H", "H", "H", "H"],
  "positions_angstrom": [[0.7322, 1.6736, 2.1929], [0.3927, 1.6331, 3.3946], [1.3469, 1.7711, 4.5135], [0.9472, 1.8251, 5.8194], [-0.4226, 1.7170, 6.1533], [-0.8317, 1.8283, 7.5097], [-2.0512, 1.7422, 7.7860], [0.0401, 2.0142, 8.3911], [-1.3858, 1.5251, 5.1354], [-1.0093, 1.4687, 3.8213], [2.4031, 1.8603, 4.2716], [1.6631, 1.9561, 6.6270], [-2.4274, 1.4291, 5.4286], [-1.7551, 1.3269, 3.0407], [-2.2381, -3.2641, -1.2743], [-1.0664, -2.8485, -2.0262], [0.0683, -3.5331, -1.7617], [0.0907, -4.7679, -1.0804], [1.3052, -5.4199, -0.8961], [2.4877, -4.8955, -1.4020], [2.4614, -3.6448, -2.0532], [3.5622, -3.0772, -2.6020], [4.8008, -3.8322, -2.4915], [1.2658, -2.9270, -2.1503], [1.2737, -1.6356, -2.7816], [0.7367, -0.4643, -2.3244], [0.1309, -0.2718, -1.0128], [-0.3505, 1.0992, -0.6927], [-1.6573, 1.3943, -0.5599], [-2.1759, 2.7237, -0.2769], [-3.5750, 2.9363, -0.1869], [-4.0989, 4.2029, 0.0521], [-3.2343, 5.2995, 0.2128], [-1.8485, 5.1088, 0.1288], [-1.3198, 3.8379, -0.1101], [0.0410, -1.2252, -0.2243], [0.9408, 0.4674, -3.2868], [0.5485, 1.8656, -3.2764], [1.6057, -0.1119, -4.3609], [1.8013, -1.4075, -4.0519], [-2.9964, -2.5155, -1.4990], [-2.5758, -4.2630, -1.5881], [-2.0141, -3.2752, -0.1979], [-0.8324, -5.1829, -0.6743], [1.3324, -6.3683, -0.3600], [3.4317, -5.4313, -1.2930], [5.5511, -3.2219, -2.9903], [5.0700, -3.9874, -1.4371], [4.7138, -4.8111, -2.9855], [0.4499, 1.7912, -0.4298], [-2.3900, 0.5905, -0.6942], [-4.2292, 2.0730, -0.3248], [-5.1807, 4.3403, 0.1133], [-3.6410, 6.2935, 0.4027], [-1.1691, 5.9544, 0.2504], [-0.2399, 3.6916, -0.1574], [0.8479, 2.2725, -4.2490], [-0.5385, 1.9788, -3.1580], [1.0669, 2.4275, -2.4864], [1.8674, 0.4579, -5.2384], [2.2778, -2.1944, -4.5986]],
  "forces_ev_per_a": [[0.112, -0.044, -0.382], [-0.398, 0.079, 1.294], [-0.422, -0.056, -0.689], [-0.405, -0.042, 0.075], [0.024, 0.014, -0.204], [-0.257, 0.059, 0.941], [1.416, 0.097, -0.249], [-1.091, -0.229, -0.969], [0.258, 0.044, 0.274], [0.744, 0.103, -0.258], [-0.142, -0.004, -0.082], [-0.125, -0.023, -0.180], [0.161, 0.022, -0.059], [0.129, 0.037, 0.077], [0.368, 0.092, -0.172], [-0.376, -0.523, 0.398], [-0.289, -0.309, 0.602], [0.018, 0.434, -0.192], [-0.073, 0.110, -0.106], [0.055, 0.456, -0.276], [0.257, -0.631, 0.423], [0.684, -0.466, 0.167], [-0.445, 0.230, 0.057], [0.052, -0.458, -0.293], [-0.204, 0.847, -0.639], [1.340, -0.886, -1.750], [-1.107, -1.133, 3.064], [-0.491, -0.303, 0.532], [0.859, -0.633, -0.154], [-0.545, 1.267, 0.312], [0.734, -0.210, -0.150], [0.311, 0.265, 0.049], [0.023, -0.504, -0.103], [-0.103, -0.255, -0.048], [-0.513, -0.206, -0.030], [0.252, 1.949, -1.865], [0.147, -0.913, 0.149], [-0.151, 0.915, -0.270], [-0.438, 0.352, 0.661], [-0.261, -0.379, 0.821], [0.049, -0.148, 0.045], [0.074, 0.359, -0.025], [-0.046, 0.123, -0.322], [0.419, 0.085, -0.228], [-0.040, 0.249, -0.142], [-0.478, 0.176, 0.010], [-0.078, -0.077, 0.081], [-0.067, 0.169, -0.293], [-0.042, 0.341, 0.047], [-0.245, 0.040, -0.109], [0.186, 0.256, -0.048], [0.064, 0.283, 0.090], [0.363, -0.027, 0.002], [0.121, -0.288, -0.051], [-0.233, -0.247, 0.008], [-0.313, 0.159, 0.115], [-0.095, -0.044, 0.262], [0.483, -0.101, 0.019], [-0.223, -0.287, -0.311], [-0.044, -0.072, 0.132], [0.034, -0.112, -0.059]],
  "nbo_charge": [-0.75, 0.45, -0.36, -0.15, -0.11, 0.51, -0.46, -0.46, -0.15, -0.36, 0.20, 0.23, 0.23, 0.19, -0.26, -0.50, 0.36, -0.32, -0.13, -0.33, 0.33, -0.51, -0.26, 0.05, -0.26, 0.34, 0.49, -0.31, -0.14, -0.01, -0.20, -0.22, -0.19, -0.21, -0.19, -0.45, -0.27, -0.41, -0.05, -0.01, 0.21, 0.19, 0.21, 0.23, 0.23, 0.23, 0.21, 0.20, 0.19, 0.26, 0.21, 0.21, 0.22, 0.22, 0.22, 0.21, 0.22, 0.25, 0.24, 0.25, 0.26]
}